ORCA calculation (ωB97M-V/def2-TZVPD) on a cluster of 19 separate species, C13H63FN5O20 in total at a distorted geometry.

Each line ends with the Mulliken charge.
Atoms and positions in Å:
C 4.6557 -1.2909 1.0778  -0.99
C 4.5192 0.2574 0.6318  0.73
O 4.5501 1.1388 1.5696  -0.63
N 4.3327 0.5491 -0.8025  -0.19
C 3.2590 1.5821 -0.9692  -0.93
C 2.3917 1.3982 -2.3184  0.82
C 1.0165 2.2402 -2.1671  0.90
C -0.3110 1.3117 -2.3780  -0.66
N -0.7666 0.9286 -1.0068  1.71
C -0.4744 -0.4694 -0.6698  -1.85
N 0.3104 -0.6528 0.4227  0.63
N -0.9617 -1.5601 -1.4876  0.35
C -0.5095 -2.9102 -1.0403  -0.50
C 0.9810 -3.3227 -1.4693  0.50
C 1.4170 -2.8788 -2.9434  -1.20
F 2.0187 -2.9044 -0.5339  -0.24
N -2.0989 1.2958 -0.7413  -0.16
C -2.0592 2.7341 -0.3206  -0.45
C -2.7564 0.4223 0.2604  0.40
C -2.5092 0.4360 1.8365  -0.08
O -3.6018 -0.4221 -0.1864  -0.61
H 4.9912 -1.3182 2.1686  0.29
H 5.4146 -1.7736 0.3676  0.41
H 3.6218 -1.7988 1.0424  0.10
H 4.0516 -0.3255 -1.2713  0.36
H 3.7422 2.6305 -1.0023  0.23
H 2.5618 1.5917 -0.0433  0.34
H 2.1193 0.2963 -2.5160  -0.85
H 3.0153 1.8083 -3.1839  0.40
H 0.9841 3.1813 -2.8232  -0.48
H 0.9898 2.6138 -1.0724  -0.18
H -1.0646 1.9736 -2.9339  0.30
H 0.0246 0.4446 -3.0417  0.21
H 0.1607 -1.3940 1.1267  0.08
H 1.0673 0.0456 0.5652  0.10
H -0.8380 -1.3998 -2.4952  0.43
H -0.6384 -3.0770 0.0940  -0.24
H -1.2316 -3.6711 -1.5254  0.54
H 1.0113 -4.4809 -1.4609  0.17
H 1.5728 -1.7317 -2.9651  0.11
H 0.5511 -3.1792 -3.6494  0.32
H 2.3949 -3.3885 -3.2356  0.39
H -0.9757 3.1579 -0.2385  -0.22
H -2.5428 2.9377 0.7049  0.41
H -2.5929 3.4460 -1.0624  0.23
H -3.4501 0.6920 2.4474  0.30
H -2.2520 -0.6517 2.1287  -0.39
H -1.5998 1.0639 2.1628  0.19
O -0.0657 4.7837 -3.1698  -0.55
H -1.0163 4.9087 -3.0387  0.23
H 0.2561 5.6661 -3.3948  0.23
O -1.3308 -5.4039 0.0491  -0.55
H -0.9075 -6.1038 -0.4656  0.32
H -2.1517 -5.8083 0.3615  0.24
O 3.2115 4.3798 -3.9659  -0.62
H 2.2612 4.5021 -3.8363  0.31
H 3.5322 5.2627 -4.1905  0.29
O -0.4305 -0.2804 3.6992  -0.53
H -0.5528 -1.1971 3.9796  0.26
H 0.3009 0.0353 4.2459  0.27
O 0.5693 4.3859 1.0649  -0.64
H 1.3484 4.3064 1.6300  0.30
H 0.8601 4.9665 0.3471  0.28
O 2.5740 5.8924 -1.4826  -0.53
H 3.2148 5.3077 -1.9134  0.33
H 3.1090 6.6285 -1.1601  0.26
O -1.9700 -7.1123 1.8936  -0.59
H -2.0982 -8.0328 2.1574  0.31
H -1.2416 -6.8097 2.4508  0.29
O -4.9436 2.9576 0.9516  -0.62
H -4.5199 2.2536 0.4460  0.40
H -5.7644 2.5573 1.2657  0.31
O -2.5983 6.5415 -2.3932  -0.62
H -2.4006 7.4782 -2.2679  0.31
H -3.0389 6.2842 -1.5731  0.32
O 7.9513 -1.2333 0.9052  -0.62
H 8.7867 -0.7957 0.6990  0.31
H 7.3914 -0.5212 1.2402  0.32
O -3.6116 -2.2538 3.4053  -0.60
H -3.3272 -2.4579 2.5062  0.29
H -4.5598 -2.4509 3.4006  0.31
O 0.8164 -3.3846 2.2153  -0.59
H 1.1112 -3.5805 1.3189  0.17
H -0.1299 -3.5824 2.1967  0.32
O 5.1339 3.9219 0.2729  -0.61
H 5.0034 2.9964 0.5288  0.27
H 5.8534 4.2298 0.8400  0.31
O 1.4527 -6.4638 0.9814  -0.61
H 0.5051 -6.3335 1.1240  0.32
H 1.7789 -5.5846 0.7554  0.32
O 6.8583 6.4206 1.3276  -0.62
H 6.7220 7.3572 1.5164  0.31
H 6.8905 6.3791 0.3634  0.32
O -6.9235 -2.5614 2.9407  -0.63
H -6.9555 -1.7179 2.4718  0.32
H -7.5226 -3.1302 2.4395  0.30
O -8.6556 -5.2149 2.8915  -0.64
H -9.1286 -5.6646 3.6030  0.30
H -8.0772 -5.8973 2.5275  0.32
O -9.3967 -3.7453 0.1998  -0.64
H -9.4172 -4.4562 -0.4524  0.31
H -9.2486 -4.2008 1.0392  0.36

Calculated values
* highest occupied orbital energy: -11.52 eV
* net charge: +1
* lowest unoccupied orbital energy: -3.9 eV
* spin multiplicity: 1
* calculated total energy: -2411.14202 Ha

ORCA calculation (ωB97M-V/def2-TZVPD) on a cluster of 23 separate species, C13H66F3N2O28PS in total at a distorted geometry.

Each line ends with the Mulliken charge.
Atoms and positions in Å:
O 0.8165 -5.3327 0.7550  -0.77
P -0.3102 -4.7451 -0.2373  0.86
O 0.5360 -3.7903 -1.4220  -0.49
O -1.4138 -3.8529 0.7774  -0.10
C -0.9442 -2.4851 1.0471  -0.14
C -2.1786 -1.7332 1.8842  0.08
C -2.4597 -0.2082 1.3399  -0.34
C -1.5495 0.9110 2.1263  -0.54
C -0.0172 0.9484 1.4943  0.18
C 0.2783 2.4210 0.8027  -0.14
C 1.7001 3.0888 1.2828  -0.78
S 2.3282 4.4519 0.1626  -0.11
C 3.9697 5.1581 0.7707  0.29
N 4.1080 5.6558 2.2002  -0.33
N 5.4432 6.1001 2.3182  -0.14
C 6.1730 5.9519 0.9989  0.01
O 5.2305 5.3572 0.0351  -0.24
O -1.1631 -6.1246 -0.8682  -0.19
C -1.1503 -6.1729 -2.3380  -0.56
C -1.9634 -4.9572 -3.0820  0.04
O -3.3938 -5.2154 -3.3105  -0.44
C -4.0695 -3.8959 -3.4111  -0.50
C -3.7538 -3.0792 -4.7972  0.78
F -2.4588 -2.3384 -4.7989  -0.24
F -3.8862 -3.9200 -6.0092  -0.24
F -4.8252 -2.0204 -4.9129  -0.34
H -0.0197 -2.9906 -1.7228  0.29
H -0.7036 -1.8929 0.0391  0.07
H -0.0296 -2.5336 1.7756  0.17
H -2.0433 -1.7992 3.0517  0.05
H -3.1618 -2.3595 1.6303  0.16
H -3.6040 0.0698 1.4607  0.49
H -2.2407 -0.2032 0.1754  -0.14
H -1.5826 0.6488 3.2699  0.21
H -2.1148 1.9520 2.0129  0.27
H 0.7826 0.8244 2.3703  0.12
H 0.1572 0.0619 0.7424  -0.21
H 0.2771 2.2753 -0.3807  0.23
H -0.5826 3.2049 1.0434  0.16
H 2.4961 2.2310 1.3125  0.28
H 1.5432 3.5619 2.3576  0.37
H 7.3016 6.2189 0.7646  0.33
H -0.0584 -6.2974 -2.8025  0.33
H -1.7158 -7.1792 -2.6393  0.31
H -1.8306 -3.8996 -2.5449  0.09
H -1.4417 -4.8142 -4.1462  0.28
H -5.2358 -4.1288 -3.4157  0.35
H -3.9009 -3.2218 -2.4412  0.31
O -3.0738 1.6590 -0.8274  -0.48
H -3.3888 2.4481 -1.2933  0.24
H -3.4556 0.9231 -1.3290  0.20
O 9.2039 7.2781 1.5081  -0.63
H 9.6683 8.1182 1.3757  0.31
H 9.8892 6.6826 1.8468  0.29
O -1.9954 -7.1457 1.9210  -0.66
H -1.4326 -6.8121 1.2062  0.24
H -2.8124 -6.6319 1.8348  0.32
O 11.4948 8.8041 1.8831  -0.65
H 11.6565 8.9964 2.8190  0.33
H 12.1666 8.1422 1.6607  0.30
O 6.3667 5.8198 5.7775  -0.68
H 6.1533 6.3341 4.9844  0.35
H 6.1141 4.9139 5.5441  0.32
O -1.9418 4.9068 0.2966  -0.59
H -1.3790 5.2404 -0.4182  0.30
H -2.7588 5.4206 0.2105  0.27
O -2.9963 -6.1197 -8.2163  -0.62
H -3.2548 -7.0436 -8.0800  0.32
H -3.2820 -5.6745 -7.4045  0.32
O -1.5775 1.5254 -3.2271  -0.46
H -1.7909 2.0396 -4.0202  0.33
H -1.8301 0.6195 -3.4605  0.19
O 3.2110 -5.9237 -1.1747  -0.68
H 2.3945 -5.6322 -0.7420  0.33
H 3.5209 -6.6560 -0.6208  0.30
O -5.1334 -1.3685 1.4989  -0.59
H -5.1421 -1.5513 2.4505  0.26
H -6.0715 -1.3255 1.2602  0.26
O 10.1051 5.9187 4.1493  -0.59
H 9.2885 6.2102 4.5821  0.33
H 10.4149 5.1864 4.7032  0.28
O -4.8630 0.6961 -4.5107  -0.57
H -5.0763 1.2103 -5.3038  0.37
H -5.1156 -0.2098 -4.7441  0.31
O 10.1841 9.9493 4.3186  -0.62
H 10.1753 9.7664 5.2702  0.31
H 9.2460 9.9922 4.0799  0.32
O -4.5361 -3.1944 3.9518  -0.50
H -4.9494 -4.0126 3.6377  0.23
H -3.9166 -3.4924 4.6348  0.31
O -7.1190 2.0206 -6.1411  -0.64
H -7.1418 1.5922 -7.0100  0.32
H -7.6554 1.4405 -5.5800  0.32
O -3.5552 0.7321 -6.8267  -0.62
H -3.9685 -0.0861 -7.1409  0.31
H -2.9357 0.4341 -6.1438  0.30
O -5.8603 -1.2876 6.0584  -0.66
H -5.3593 -1.6417 5.3084  0.34
H -6.6241 -1.8797 6.1301  0.31
O -0.4045 3.6541 -4.7242  -0.62
H 0.0599 4.4942 -4.8566  0.29
H 0.2808 3.0586 -4.3855  0.31
O -0.7937 -9.1866 0.1074  -0.60
H -0.1531 -8.4741 0.2524  0.33
H -1.6193 -8.7214 -0.0949  0.30
O 0.4591 0.2575 4.6033  -0.56
H 0.6207 0.4497 5.5392  0.26
H 1.1308 -0.4045 4.3809  0.29
O 2.6731 0.3278 -0.1745  -0.56
H 3.0952 -0.4778 -0.5087  0.28
H 3.4173 0.9098 0.0410  0.29
O -2.1769 -4.2992 4.8436  -0.63
H -1.7548 -5.1049 4.5094  0.32
H -1.4327 -3.7172 5.0590  0.29

Calculated values
* highest occupied orbital energy: -8.52 eV
* net charge: 0
* lowest unoccupied orbital energy: -0.7 eV
* spin multiplicity: 1
* energy above the lowest of the compared OMol25 structures with the same formula, charge and spin: 1206.57 kJ/mol
* calculated total energy: -3789.91225 Ha

ORCA calculation (ωB97M-V/def2-TZVPD) on a structure of composition C13H6BrIrN3S2Se4.

Each line ends with the Mulliken charge.
Atoms and positions in Å:
Ir 0.1339 0.1531 -0.2836  0.89
Se -1.1444 -0.2331 1.7890  -0.32
Se -3.1304 0.9029 1.5501  -0.02
Se -3.7377 0.5284 -0.5959  0.05
Se -1.7185 0.2873 -1.7290  -0.18
S 2.0032 0.5623 -1.4394  -0.46
C 2.4473 -0.9676 -2.1426  0.70
C 3.5058 -1.0541 -3.0505  -0.84
C 3.8511 -2.2687 -3.6054  0.45
C 4.9371 -2.3350 -4.5403  -0.17
N 5.8154 -2.3677 -5.2800  -0.48
C 3.1297 -3.4306 -3.2510  0.50
C 2.0923 -3.3523 -2.3471  -0.81
C 1.7407 -2.1225 -1.7752  0.41
S 0.4592 -2.0479 -0.6072  -0.29
C 3.4585 -4.6990 -3.8380  -0.16
N 3.7087 -5.7155 -4.3106  -0.48
H 4.0569 -0.1639 -3.3233  0.50
H 1.5429 -4.2452 -2.0801  0.51
Br 1.6300 6.6751 0.6392  -0.12
C 1.0007 4.9147 0.4521  0.22
C 1.1623 4.0047 1.4825  -0.60
C 0.7048 2.7167 1.2911  -0.21
N 0.1152 2.3102 0.1589  -0.01
C -0.0467 3.2091 -0.8191  0.01
C 0.3726 4.5205 -0.7155  -0.66
H 1.6381 4.2807 2.4116  0.43
H 0.7901 1.9715 2.0707  0.40
H -0.5419 2.8534 -1.7133  0.33
H 0.2186 5.2071 -1.5345  0.43

Calculated values
* highest occupied orbital energy (alpha / beta): -8.33 / -8.16 eV
* net charge: 0
* lowest unoccupied orbital energy (alpha / beta): -1.9 / -3.0 eV
* expectation value of S²: 0.76
* spin multiplicity: 2
* energy above the lowest of the compared OMol25 structures with the same formula, charge and spin: 0.00 kJ/mol
* calculated total energy: -13743.79901 Ha